Entry from the Open Molecules 2025 dataset: C8H10B2F14O4Sn2 as an isolated structure in a non-equilibrium geometry (ωB97M-V/def2-TZVPD).

CARTESIAN COORDINATES (ANGSTROEM)
Sn 2.12079 2.86428 1.84300
Sn -0.20597 -1.37822 3.77709
B -0.37408 0.45771 0.93837
F 0.85956 -0.10616 1.38538
F -1.38969 -0.13582 1.70326
F -0.29855 1.85927 1.25857
F -0.54018 0.37274 -0.40222
B 1.38908 1.30171 4.45127
F 0.98976 0.49934 5.51704
F 2.09271 2.47646 4.71066
F 2.14738 0.45041 3.59846
F 0.26247 1.75731 3.71303
C -2.48423 2.43342 -2.98799
C -1.52639 3.04588 -1.99615
O -1.13552 4.35140 -2.43673
C -0.10310 4.90612 -1.87078
O 0.62588 4.41859 -1.03932
C 0.15717 6.32981 -2.39715
F -0.97487 6.90958 -2.77999
F 0.73665 7.04480 -1.43603
F 0.96730 6.31416 -3.45936
H -2.90159 1.51419 -2.58365
H -2.07681 2.26059 -3.98365
H -3.30035 3.13730 -3.17846
H -0.64041 2.40725 -1.98869
H -1.98650 2.99577 -1.00945
C 0.58594 -7.15722 0.60477
C 1.14092 -5.76468 0.76799
O 0.52113 -4.88543 -0.20884
C 0.38212 -3.62650 0.04104
O 0.50010 -3.10209 1.13320
C 0.06353 -2.76564 -1.20133
F 0.13869 -3.52110 -2.29023
F -1.17811 -2.28552 -1.09339
F 0.90014 -1.74454 -1.31021
H -0.44579 -7.19669 0.94505
H 1.19399 -7.81889 1.22512
H 0.67256 -7.56642 -0.40009
H 2.21449 -5.61482 0.65935
H 0.89979 -5.43834 1.78109

* energy relative to the best compared isomer or geometry (same formula, charge and spin): 18.5 kcal/mol
* highest occupied orbital energy: -16.0 eV
* net charge: +2
* gap between HOMO and LUMO: 5.9 eV